Below is C2H3NOS2 in the gas phase at a distorted geometry, with properties calculated with ωB97M-V with the def2-TZVPD basis set.

Geometry (Å):
O -2.015 1.216 -0.388
N -1.891 0.018 0.261
C -0.866 -0.710 0.066
S 0.507 -0.392 -0.971
C 1.729 -0.061 0.228
S 3.213 0.459 -0.165
H -1.163 1.379 -0.828
H -0.875 -1.695 0.543
H 1.361 -0.214 1.253

## Properties
Energy relative to the best compared isomer or geometry (same formula, charge and spin), eV: 2.864
M, g/mol: 121.19
Energy, eV: -27327.9126
SMILES: O/N=C\SC=S
Charge: 0
Orbital gap, eV: 8.532
Multiplicity: 1